Record 1
{
  "formula": "C18H30O10Si",
  "method": "ωB97M-V/def2-TZVPD",
  "species": ["O", "C", "O", "C", "Si", "H", "H", "H", "H", "H", "H", "O", "C", "O", "C", "C", "C", "H", "H", "H", "H", "H", "H", "O", "C", "O", "C", "C", "C", "H", "H", "H", "H", "H", "H", "O", "C", "O", "C", "C", "C", "H", "H", "H", "H", "H", "H", "O", "C", "O", "C", "C", "C", "H", "H", "H", "H", "H", "H"],
  "xyz": [[-3.294, 1.711, 1.795], [-2.632, 1.207, 0.916], [-3.153, 0.203, 0.121], [-1.241, 1.615, 0.562], [-0.154, 0.066, 0.212], [-3.299, -0.558, 0.686], [-0.835, 2.194, 1.377], [-1.238, 2.236, -0.324], [1.163, 0.227, 0.851], [-0.028, -0.032, -1.255], [-0.861, -1.102, 0.759], [2.732, 1.974, 2.504], [2.193, 1.694, 3.533], [1.545, 0.523, 3.727], [0.899, 0.518, 5.015], [1.659, 1.542, 5.848], [2.087, 2.550, 4.783], [-0.149, 0.791, 4.874], [0.949, -0.488, 5.420], [1.061, 1.966, 6.652], [2.540, 1.078, 6.292], [1.325, 3.311, 4.610], [3.037, 3.030, 4.995], [-2.821, -3.834, 2.189], [-2.442, -4.205, 1.116], [-1.410, -3.626, 0.473], [-1.246, -4.190, -0.844], [-1.911, -5.560, -0.768], [-3.020, -5.315, 0.256], [-1.733, -3.525, -1.558], [-0.189, -4.235, -1.078], [-2.262, -5.917, -1.734], [-1.204, -6.292, -0.375], [-3.933, -4.941, -0.210], [-3.254, -6.183, 0.865], [1.009, -3.100, -2.997], [0.333, -2.632, -3.862], [-0.911, -2.152, -3.631], [-1.524, -1.727, -4.862], [-0.363, -1.463, -5.813], [0.673, -2.479, -5.332], [-2.175, -2.529, -5.215], [-2.127, -0.846, -4.661], [-0.639, -1.564, -6.860], [0.015, -0.452, -5.660], [0.554, -3.451, -5.813], [1.697, -2.140, -5.450], [1.708, 2.812, -1.981], [1.753, 3.670, -1.153], [0.687, 4.019, -0.391], [1.027, 5.139, 0.447], [2.546, 5.114, 0.559], [2.946, 4.533, -0.796], [0.657, 6.049, -0.030], [0.527, 5.015, 1.405], [2.973, 6.093, 0.772], [2.846, 4.429, 1.353], [3.055, 5.302, -1.563], [3.847, 3.930, -0.752]],
  "e_tot_ha": -1745.80833,
  "mol_weight_g_mol": 434.5,
  "homo_ev": -9.67,
  "gap_ev": 10.349
}


Record 2
{
  "formula": "C57H55F7O15",
  "method": "ωB97M-V/def2-TZVPD",
  "species": ["F", "C", "C", "C", "C", "C", "C", "H", "H", "H", "H", "H", "F", "C", "C", "C", "C", "C", "C", "H", "H", "H", "H", "H", "F", "C", "C", "C", "C", "C", "C", "H", "H", "H", "H", "H", "F", "C", "C", "C", "C", "C", "C", "H", "H", "H", "H", "H", "F", "C", "C", "C", "C", "C", "C", "H", "H", "H", "H", "H", "F", "C", "C", "C", "C", "C", "C", "H", "H", "H", "H", "H", "F", "C", "C", "C", "C", "C", "C", "H", "H", "H", "H", "H", "C", "C", "O", "C", "O", "O", "H", "H", "H", "H", "C", "C", "O", "C", "O", "O", "H", "H", "H", "H", "C", "C", "O", "C", "O", "O", "H", "H", "H", "H", "C", "C", "O", "C", "O", "O", "H", "H", "H", "H", "C", "C", "O", "C", "O", "O", "H", "H", "H", "H"],
  "xyz": [[-3.700, 11.925, 20.080], [-3.334, 13.043, 20.827], [-3.251, 14.252, 20.156], [-2.797, 15.333, 20.864], [-2.357, 15.211, 22.205], [-2.406, 13.970, 22.829], [-2.887, 12.871, 22.137], [-3.520, 14.313, 19.114], [-2.712, 16.260, 20.333], [-2.050, 16.074, 22.780], [-2.072, 13.802, 23.847], [-2.884, 11.894, 22.639], [-3.633, 8.139, 24.798], [-4.074, 7.141, 25.608], [-4.130, 7.385, 26.978], [-4.665, 6.356, 27.755], [-4.929, 5.120, 27.243], [-4.749, 4.892, 25.890], [-4.288, 5.902, 25.048], [-3.783, 8.365, 27.285], [-4.859, 6.483, 28.799], [-5.320, 4.378, 27.897], [-4.816, 3.932, 25.349], [-4.058, 5.792, 24.004], [3.094, 9.088, 21.054], [1.846, 9.449, 20.757], [1.396, 10.655, 21.157], [0.044, 10.921, 20.922], [-0.779, 10.037, 20.236], [-0.252, 8.811, 19.824], [1.072, 8.522, 20.103], [2.082, 11.410, 21.495], [-0.330, 11.915, 21.112], [-1.756, 10.450, 20.036], [-0.777, 8.040, 19.270], [1.555, 7.657, 19.672], [-6.985, 9.079, 23.909], [-6.885, 10.327, 24.353], [-8.048, 11.061, 24.540], [-7.931, 12.388, 24.910], [-6.689, 13.010, 24.962], [-5.522, 12.207, 24.814], [-5.623, 10.880, 24.508], [-9.005, 10.564, 24.393], [-8.820, 12.962, 25.171], [-6.605, 14.031, 25.257], [-4.553, 12.622, 24.984], [-4.789, 10.198, 24.397], [-1.650, 3.877, 14.939], [-0.921, 4.741, 15.652], [0.232, 4.343, 16.237], [1.001, 5.280, 16.991], [0.625, 6.590, 17.050], [-0.556, 7.022, 16.373], [-1.351, 6.085, 15.728], [0.424, 3.265, 16.175], [1.860, 4.877, 17.498], [1.302, 7.163, 17.645], [-0.834, 8.068, 16.412], [-2.254, 6.470, 15.276], [-2.294, 6.389, 22.665], [-1.132, 6.413, 23.387], [-0.856, 5.312, 24.195], [0.320, 5.354, 24.891], [1.203, 6.408, 24.771], [0.915, 7.483, 23.988], [-0.278, 7.515, 23.273], [-1.467, 4.417, 24.270], [0.494, 4.487, 25.495], [2.122, 6.379, 25.331], [1.668, 8.233, 23.861], [-0.537, 8.255, 22.507], [-11.249, 7.621, 23.850], [-10.334, 7.624, 22.877], [-10.337, 8.682, 21.993], [-9.383, 8.665, 20.993], [-8.480, 7.604, 20.835], [-8.578, 6.580, 21.741], [-9.503, 6.548, 22.785], [-10.971, 9.542, 22.090], [-9.265, 9.529, 20.343], [-7.772, 7.446, 20.035], [-7.992, 5.669, 21.647], [-9.696, 5.618, 23.336], [-5.021, 3.169, 18.262], [-4.614, 4.322, 17.333], [-4.802, 3.766, 16.029], [-5.633, 2.711, 16.111], [-6.084, 2.142, 15.178], [-5.881, 2.406, 17.409], [-5.551, 3.497, 19.134], [-4.142, 2.601, 18.560], [-3.614, 4.691, 17.430], [-5.256, 5.209, 17.527], [-4.817, 9.276, 21.159], [-5.119, 7.920, 21.683], [-4.834, 7.074, 20.514], [-4.077, 7.707, 19.730], [-3.483, 7.259, 18.740], [-3.827, 8.981, 20.150], [-4.300, 9.926, 21.854], [-5.629, 9.793, 20.713], [-6.175, 7.827, 21.890], [-4.526, 7.684, 22.514], [-7.048, 12.690, 21.038], [-6.693, 13.845, 20.117], [-6.016, 13.079, 19.057], [-6.474, 11.787, 19.063], [-6.163, 10.978, 18.204], [-7.149, 11.574, 20.146], [-8.035, 12.804, 21.489], [-6.180, 12.591, 21.725], [-5.936, 14.537, 20.495], [-7.472, 14.441, 19.681], [-0.399, 4.572, 20.614], [-1.565, 4.889, 19.693], [-1.770, 3.717, 18.974], [-0.650, 3.016, 19.016], [-0.437, 2.025, 18.341], [0.217, 3.514, 19.846], [-0.662, 4.163, 21.604], [0.317, 5.363, 20.750], [-1.193, 5.748, 19.132], [-2.394, 5.063, 20.348], [-2.872, 11.829, 17.060], [-2.224, 10.459, 17.163], [-2.241, 9.973, 15.809], [-2.287, 10.997, 14.979], [-2.194, 10.913, 13.801], [-2.533, 12.116, 15.706], [-2.369, 12.554, 17.664], [-3.930, 11.858, 17.306], [-2.775, 9.783, 17.828], [-1.238, 10.630, 17.572]],
  "e_tot_ha": -4032.67866,
  "mol_weight_g_mol": 1113.0,
  "homo_ev": -8.93,
  "gap_ev": 8.847
}